[1]
Here is a molecular structure, C20H39N8OV from the Open Molecules 2025 dataset. Energies are from wB97M-V/def2-TZVPD.

frontier orbital gap (alpha / beta) = 0.285 / 0.319 hartree
2S+1 = 4
charge = +1

```
69
Properties=species:S:1:pos:R:3:forces:R:3
V 0.4381 -0.4368 -1.1293 0.47 0.63 0.35
C -0.7058 1.4661 -2.8613 0.26 -0.05 -0.14
N -2.0222 1.1469 -2.3712 -0.20 -0.01 0.06
C -3.0549 2.0944 -2.7615 -0.04 0.04 -0.04
C -4.2643 1.5868 -1.9986 -0.05 0.01 -0.03
N -3.6518 0.8836 -0.8806 0.20 -0.04 -0.01
C -4.5471 0.2489 0.0655 0.00 -0.03 0.07
C -2.3685 0.5091 -1.1956 -0.33 0.21 -0.17
N -1.5482 -0.2749 -0.5861 -0.02 0.04 -0.16
C -1.8683 -1.1266 0.5390 -0.14 -0.14 0.28
C -0.8707 -2.2796 0.6019 -0.34 -0.17 0.06
N 0.5040 -1.8215 0.4546 0.09 -0.03 0.26
C 1.4398 -2.4387 1.1188 0.02 -0.38 -0.06
N 1.3242 -3.6160 1.8319 -0.01 0.16 0.00
C 0.4458 -4.7181 1.4570 -0.01 0.00 -0.05
C 2.5999 -3.9732 2.4524 0.02 -0.02 0.05
C 3.5514 -2.8514 2.0349 0.04 -0.01 0.05
N 2.7133 -1.9952 1.2223 0.11 -0.04 0.08
C 3.2973 -0.8361 0.6132 0.02 0.13 -0.08
H -0.7491 1.4989 -3.9517 0.01 0.03 0.03
H 0.0890 0.7342 -2.6716 -0.30 0.05 -0.29
H -0.3562 2.4380 -2.5036 0.00 -0.09 -0.07
H -3.2006 2.0796 -3.8414 0.00 0.03 0.01
H -2.7840 3.1144 -2.4598 0.01 -0.03 0.01
H -4.8703 0.9035 -2.6048 0.03 0.00 0.02
H -4.9031 2.3909 -1.6357 -0.01 -0.01 -0.02
H -5.3761 0.9327 0.2423 0.00 0.00 -0.01
H -4.0541 0.0791 1.0174 -0.05 0.01 -0.02
H -4.9567 -0.6933 -0.3121 0.01 0.01 0.01
H -2.8587 -1.5796 0.4584 0.05 0.03 0.02
H -1.8356 -0.5617 1.4791 -0.02 -0.06 -0.03
H -1.1269 -2.9746 -0.2061 0.00 0.03 0.04
H -1.0284 -2.7911 1.5546 -0.03 0.04 -0.07
H 0.1350 -4.6365 0.4179 -0.01 -0.01 0.01
H -0.4371 -4.7819 2.0940 0.02 -0.01 -0.03
H 0.9969 -5.6515 1.5619 0.03 0.01 0.00
H 2.9362 -4.9388 2.0712 -0.01 0.00 0.02
H 2.5023 -4.0532 3.5360 0.00 0.01 -0.03
H 4.4045 -3.2193 1.4585 -0.01 0.01 0.01
H 3.9397 -2.2937 2.8914 -0.01 -0.03 -0.02
H 4.0078 -1.1197 -0.1676 -0.04 0.03 0.01
H 3.8136 -0.2316 1.3647 -0.02 -0.02 0.00
H 2.5172 -0.2381 0.1529 0.07 0.06 -0.05
C 1.0854 -2.5915 -3.7548 0.23 0.03 0.06
C 1.0748 -1.6076 -2.6259 -0.56 -0.47 -0.48
O 2.1194 -1.0038 -2.3224 0.40 0.25 0.17
H 1.6877 -3.4529 -3.4504 0.01 -0.01 -0.03
H 1.5744 -2.1430 -4.6231 0.02 -0.04 -0.02
H 0.0896 -2.9366 -4.0207 -0.02 0.05 0.05
C 0.5252 1.3934 1.5912 -0.01 0.05 0.03
C 0.6581 2.5205 2.6454 0.01 -0.01 0.03
N 0.8432 3.8041 1.9828 0.01 0.06 0.01
C 2.0356 3.7404 1.1419 0.00 0.04 0.00
C 1.8651 2.6613 0.0418 0.05 0.00 -0.09
N 0.5838 1.9476 0.2157 0.03 -0.37 0.20
C -0.5081 2.9351 0.1068 -0.04 0.03 -0.05
C -0.3233 4.0686 1.1493 0.01 0.03 0.01
H -0.4218 0.8637 1.6919 0.04 0.04 -0.01
H 1.3191 0.6598 1.7049 0.06 -0.07 -0.02
H 1.5096 2.3456 3.3054 -0.01 -0.01 -0.01
H -0.2336 2.5846 3.2713 0.00 -0.01 0.00
H 2.8902 3.5167 1.7824 0.00 0.00 -0.01
H 2.2044 4.7254 0.7044 0.00 -0.01 -0.01
H 2.6794 1.9342 0.0634 -0.06 0.03 0.01
H 1.8590 3.1083 -0.9547 0.01 -0.01 -0.01
H -1.4549 2.4090 0.2472 0.02 0.02 0.02
H -0.4996 3.3552 -0.8992 -0.01 0.00 0.05
H -1.1982 4.1560 1.7958 0.01 0.00 -0.01
H -0.1817 5.0317 0.6566 0.00 0.00 0.00
```
Positions in Å, forces in eV/Å.

***

[2]
Here is a single C5H8N2 molecule from the Open Molecules 2025 dataset. Energies are from wB97M-V/def2-TZVPD.

frontier orbital gap (alpha / beta) = 0.287 / 0.287 hartree
relative energy (zero: lowest compared OMol25 entry of this formula, charge and spin) = 113.86 kcal/mol

```
15
Properties=species:S:1:pos:R:3:forces:R:3
C 1.8673 -0.1878 1.0830 -0.09 -0.06 0.04
C 0.9069 -0.0284 -0.0822 0.33 -0.06 -0.01
N -0.3019 0.8646 0.0821 -0.05 -0.12 0.01
C -0.8866 0.5677 -1.2114 -0.26 0.30 -0.15
C -2.1051 -0.1134 -0.9424 0.17 -0.11 -0.16
N -2.0836 -0.6200 0.2886 0.32 0.12 -0.09
C -0.9517 -0.1478 0.8165 0.02 -0.08 0.14
H 2.7397 -0.7586 0.7425 -0.21 0.10 0.04
H 2.2325 0.7954 1.4197 -0.09 -0.10 -0.08
H 1.4657 -0.7111 1.9572 0.01 0.09 -0.17
H -0.1209 -0.4666 -1.3575 -0.01 -0.04 0.30
H 1.4778 0.3101 -0.9488 -0.21 -0.11 0.11
H -0.6985 1.2578 -2.0300 -0.10 -0.10 0.12
H -2.8697 -0.4017 -1.6615 0.18 0.11 0.18
H -0.6718 -0.3602 1.8444 0.00 0.07 -0.29
```
Positions in Å, forces in eV/Å.

***

[3]
Here is a molecular structure, C3H7IO in a non-equilibrium geometry from the Open Molecules 2025 dataset. Energies are from wB97M-V/def2-TZVPD.

frontier orbital gap = 0.355 hartree
relative energy (zero: lowest compared OMol25 entry of this formula, charge and spin) = 33.42 kcal/mol

```
12
Properties=species:S:1:pos:R:3:forces:R:3
C -0.5739 -1.3929 0.2611 2.01 3.91 -1.16
C -0.0136 1.3974 -0.0557 -0.89 -5.87 1.46
C 0.6228 -0.3169 0.5542 -2.95 2.47 -0.30
O 1.7856 -0.7196 0.0216 0.18 -0.81 -0.49
I 0.6417 -0.1097 2.7296 0.33 0.05 0.27
H -0.2079 -2.2992 0.6545 0.24 -1.33 0.01
H -0.6122 -1.2982 -0.8905 -0.71 -0.73 1.89
H -1.4133 -1.0252 0.8881 0.18 -0.41 -1.09
H 0.0926 1.2050 -1.1004 -0.40 0.19 -0.78
H 0.4323 2.2840 0.2529 1.04 1.16 0.95
H -1.0262 1.1807 0.3866 0.85 0.97 -0.93
H 2.5197 -0.1465 0.2360 0.12 0.40 0.17
```
Positions in Å, forces in eV/Å.

***

[4]
Here is a molecular structure, C16H26B2N6O2Os in a non-equilibrium geometry from the Open Molecules 2025 dataset. Energies are from wB97M-V/def2-TZVPD.

frontier orbital gap (alpha / beta) = 0.330 / 0.156 hartree
2S+1 = 5
charge = +2

```
53
Properties=species:S:1:pos:R:3:forces:R:3
H 2.7630 -0.5622 -0.7233 0.01 0.00 0.03
N 1.1912 0.3442 -1.7760 2.82 -1.40 0.50
B -0.3188 1.2823 -3.5669 -1.45 0.12 1.25
N 0.9869 0.5500 -3.1496 2.35 -0.68 -1.70
C 2.0737 0.1331 -3.8563 -3.22 1.46 -0.08
Os -0.2670 1.3223 0.1281 -1.91 -2.12 -3.54
H 2.1341 0.2684 -4.9362 -0.10 -0.13 0.37
C 2.9838 -0.4118 -2.9557 0.92 -0.52 -0.04
H 3.9519 -0.8453 -3.1638 -0.06 0.05 -0.06
C 2.3809 -0.2676 -1.6904 -2.31 1.02 1.69
H -0.3935 1.5081 -4.7373 0.19 0.08 0.24
C -1.5879 1.7795 1.5234 -0.06 3.03 4.23
H -1.2737 1.6606 2.6637 -0.06 -0.27 -2.20
H -2.5273 1.2662 1.5244 -0.65 -0.62 -0.72
H -1.7984 2.9411 1.6395 0.21 -2.07 -0.86
N -0.3055 2.5862 -2.6711 0.51 1.65 0.48
N -1.5333 0.4878 -3.0227 0.35 0.22 0.56
N -0.2580 2.7108 -1.2863 -0.12 -1.46 -1.82
N -1.6022 0.2572 -1.6439 -0.48 -0.48 -0.38
C -0.3240 3.8460 -3.1409 0.07 -0.12 0.09
C -2.6478 0.0097 -3.6328 0.56 0.04 0.40
H -0.3674 4.0204 -4.2123 0.02 0.05 0.30
H -2.8033 0.1593 -4.7032 0.13 -0.17 0.47
C -0.2921 4.7383 -2.0794 -0.09 0.84 0.55
C -3.4334 -0.6016 -2.6725 -0.06 -0.10 0.20
C -0.2749 3.9673 -0.9077 0.02 2.14 -1.97
C -2.7368 -0.4369 -1.4625 0.13 0.32 -0.24
H -0.2836 5.8226 -2.1217 -0.08 -0.31 -0.12
H -4.3903 -1.0970 -2.8121 0.34 0.19 0.02
H -0.2801 4.2824 0.1296 0.06 -0.12 -0.27
H -3.0116 -0.7774 -0.4701 0.03 0.08 -0.16
H 0.2979 2.3368 1.0580 1.54 1.65 1.64
C -0.0559 -3.5422 1.7412 -0.04 -0.09 -0.31
C -0.1093 -2.1773 2.4291 0.54 -1.42 0.62
C -0.9125 -2.3683 3.7048 -0.10 0.26 0.35
O -0.7820 -1.2413 1.5650 0.93 1.81 -0.90
B 0.2119 -0.4019 1.0412 0.40 -4.52 2.13
O 1.5069 -0.8425 1.3727 -1.25 1.73 -1.19
C 1.3162 -1.5419 2.6109 -0.13 -0.56 1.48
C 1.3709 -0.5380 3.7726 0.11 0.19 -0.04
C 2.4599 -2.5117 2.8124 0.17 -0.40 -0.10
H -1.0733 -3.8540 1.4761 0.20 0.12 0.01
H 0.3443 -4.3065 2.4224 -0.04 0.30 -0.21
H 0.5547 -3.5294 0.8303 -0.12 0.01 0.13
H -1.9098 -2.7551 3.4592 0.25 0.12 0.01
H -0.4278 -3.1122 4.3548 -0.08 0.26 -0.21
H -1.0318 -1.4412 4.2754 -0.02 -0.17 -0.13
H 1.3441 -1.0680 4.7341 -0.07 0.17 -0.29
H 2.3195 0.0132 3.7285 -0.22 -0.13 -0.03
H 0.5528 0.1943 3.7570 0.07 -0.17 -0.05
H 2.5258 -3.2527 2.0097 0.01 0.14 0.15
H 3.4100 -1.9639 2.8631 -0.26 -0.10 -0.01
H 2.3330 -3.0400 3.7674 0.02 0.09 -0.28
```
Positions in Å, forces in eV/Å.

***

[5]
Here is a molecular structure, C10H9INPdSbSe4 in a non-equilibrium geometry from the Open Molecules 2025 dataset. Energies are from wB97M-V/def2-TZVPD.

frontier orbital gap (alpha / beta) = 0.130 / 0.171 hartree
2S+1 = 3
charge = -2

```
27
Properties=species:S:1:pos:R:3:forces:R:3
Pd 1.2817 -1.6603 0.1644 0.28 1.97 -1.28
Se 3.3960 -4.5610 -0.0745 -0.28 0.66 -0.25
Sb 3.6653 -2.4197 -1.5909 1.55 -0.91 0.08
Se 1.5199 -0.6205 2.3451 -0.19 0.37 1.00
Se 1.5020 -1.6184 -2.3045 -0.53 -0.23 -0.76
Se 3.3993 -1.7779 1.7292 0.66 -0.48 0.46
I 2.9310 1.6542 -0.6863 -0.56 -0.63 0.29
C 0.9497 1.9424 0.0292 0.25 0.35 1.50
C 0.8160 3.2268 0.5454 0.93 -0.18 -0.22
C -0.4726 3.7340 0.7326 0.29 1.95 1.25
C -1.5691 2.9810 0.5135 -1.62 -0.92 -0.16
C -1.4709 1.6276 0.0675 0.81 1.10 -0.09
C -2.5995 1.0324 -0.5777 0.77 -0.04 0.52
C -2.4154 -0.1240 -1.2405 2.04 -0.98 -0.19
C -1.1271 -0.8074 -1.1574 -3.03 1.19 0.74
C -0.1328 -0.3310 -0.3632 1.44 -1.36 -0.67
C -0.1680 1.0261 0.0234 -0.39 1.34 -1.23
H 1.7330 3.8323 0.8408 -1.40 -0.76 -0.89
H -0.5552 4.8004 1.0708 -0.09 -1.09 -0.20
H -2.6088 3.3281 0.6802 0.78 0.23 -0.27
H -3.4794 1.6204 -0.6514 -0.88 0.33 0.12
H -3.1117 -0.6342 -1.8731 -0.79 0.19 -0.20
H -1.1461 -1.7277 -1.6900 0.59 -0.77 0.05
N 0.0597 -3.4047 0.7810 -2.48 -2.33 -0.82
H 0.6391 -4.2432 0.5304 -0.61 0.90 0.65
H -0.9232 -3.5615 0.3788 1.94 0.33 0.45
H -0.1130 -3.3139 1.7771 0.52 -0.24 0.14
```
Positions in Å, forces in eV/Å.

***

[6]
Here is a molecular structure, C15H39CoN3O18P2S in a non-equilibrium geometry from the Open Molecules 2025 dataset. Energies are from wB97M-V/def2-TZVPD.

frontier orbital gap (alpha / beta) = 0.294 / 0.146 hartree
2S+1 = 5
charge = +1

```
79
Properties=species:S:1:pos:R:3:forces:R:3
Co 23.8836 0.4335 -4.7457 -2.20 -0.84 0.56
S 21.4475 -0.3592 -5.1596 -6.98 -2.17 0.18
O 21.0390 -1.6469 -5.7515 0.61 2.47 0.91
O 22.3152 -0.5114 -3.9968 3.05 -1.32 4.01
O 22.4402 0.3008 -5.9558 3.61 3.64 -4.68
O 20.3922 0.5729 -4.7885 0.63 -0.78 -0.95
C 23.0483 -1.3219 -9.9270 -1.21 -0.78 -1.58
C 23.2492 -1.2004 -8.4817 -0.40 3.43 -0.68
O 23.6452 -2.3764 -7.9353 0.94 -2.97 2.55
P 24.5897 -2.3983 -6.6671 0.40 -3.46 0.99
O 24.5212 -1.1949 -5.7792 0.31 0.99 0.68
O 24.1970 -3.8532 -5.8488 3.30 4.38 -2.99
C 22.9455 -3.9141 -5.2370 -1.78 -1.68 -0.09
C 21.9160 -4.5263 -6.2521 0.44 0.18 0.94
O 26.0888 -2.5387 -7.2198 -1.88 0.16 2.55
C 26.2852 -3.7260 -7.9666 -0.02 -1.30 -2.54
C 26.3777 -3.2681 -9.3750 0.56 -0.08 -0.93
H 23.7990 -1.9418 -10.4173 0.13 0.50 -0.14
H 22.0980 -1.8251 -10.1058 -0.06 -0.35 -0.03
H 22.8728 -0.3554 -10.3994 0.59 0.08 -0.01
H 24.0334 -0.4640 -8.3059 -0.08 0.43 0.16
H 22.3101 -0.8538 -8.0506 0.20 -0.02 0.35
H 23.1251 -4.6639 -4.4667 -0.27 0.14 0.23
H 22.6748 -2.9762 -4.7520 -0.18 -0.16 -0.23
H 21.3195 -5.2514 -5.6984 -0.51 0.36 -0.04
H 21.3217 -3.7809 -6.7806 -0.03 -0.18 0.20
H 22.4341 -5.1537 -6.9775 0.30 0.24 -0.03
H 27.2154 -4.2780 -7.8321 -0.09 0.35 1.37
H 25.4445 -4.4197 -7.9745 -0.06 -0.01 0.97
H 27.2963 -2.6858 -9.4476 -0.26 0.40 -0.41
H 26.5076 -4.1417 -10.0137 -0.12 0.06 -0.21
H 25.4752 -2.7241 -9.6536 0.39 0.06 -0.22
C 20.6214 5.2977 -5.3518 -1.86 1.24 0.55
C 21.2169 4.0713 -4.7750 -0.84 -1.38 -1.18
O 22.2606 4.3836 -3.9515 4.76 -0.68 4.22
P 22.9277 3.3315 -2.8715 0.33 4.51 1.68
O 23.3528 2.0337 -3.4643 0.86 -1.60 -1.40
O 22.0309 3.1611 -1.5139 2.26 1.34 -2.83
C 20.9377 2.3367 -1.6191 -3.23 -3.98 1.02
C 20.9608 1.3209 -0.4507 0.70 0.20 0.48
O 24.1367 4.2548 -2.2509 -2.48 -1.00 -2.68
C 24.9604 3.7164 -1.2459 1.48 -0.27 1.83
C 25.9992 4.7803 -0.8221 -1.37 0.37 -1.10
H 19.7734 5.0128 -5.9746 0.05 -0.06 -0.16
H 20.1811 5.8797 -4.5421 -0.17 0.00 0.20
H 21.1792 6.0657 -5.8877 0.80 -0.79 -0.17
H 20.5928 3.5172 -4.0739 -1.29 -0.14 -1.13
H 21.5979 3.4508 -5.5861 -0.21 -0.49 -0.02
H 19.9534 2.7989 -1.5431 0.36 1.04 0.01
H 20.8242 1.7351 -2.5209 0.78 0.25 -0.57
H 20.7652 1.9024 0.4502 0.11 -0.29 0.23
H 20.3432 0.4228 -0.4383 -0.86 0.56 -0.64
H 21.9201 0.8131 -0.3504 0.53 0.55 -0.06
H 24.3219 3.4904 -0.3920 0.14 -0.35 0.06
H 25.4932 2.8310 -1.5929 -0.24 -0.23 -0.10
H 26.7184 4.4983 -0.0532 -0.30 -0.23 -0.13
H 26.4923 5.1283 -1.7298 0.38 -0.13 0.10
H 25.3813 5.6245 -0.5159 0.33 0.18 0.44
C 18.8160 -1.1451 -3.2583 0.71 -0.50 0.69
N 18.4142 -1.4628 -1.8678 -0.31 -1.24 2.59
O 17.2421 -1.5914 -1.5349 0.89 0.66 -1.38
O 19.3203 -1.6899 -1.0580 -0.07 0.46 -0.91
H 18.4277 -0.1531 -3.4894 -0.36 -0.62 -0.55
H 18.5661 -2.0553 -3.8035 -0.83 0.69 -0.35
H 19.9056 -1.1466 -3.2864 -0.36 0.25 0.61
C 19.6949 1.1403 -8.1801 0.32 0.11 0.61
N 19.0777 2.4569 -8.6545 0.45 -0.81 -2.37
O 19.8887 3.1778 -9.2926 -2.17 -0.82 1.75
O 17.8504 2.5646 -8.5869 2.43 0.38 0.24
H 20.7697 1.1322 -8.3611 -0.11 0.63 0.03
H 19.3286 0.2660 -8.7182 -0.72 0.49 -0.10
H 19.5077 1.0383 -7.1111 -0.21 0.02 -0.12
C 17.8106 -2.5592 -6.4935 -0.29 0.02 1.12
N 16.5439 -1.8558 -6.1076 -0.01 2.51 -0.11
O 16.2481 -1.9257 -4.9094 -0.07 -0.22 -1.86
O 16.0107 -1.1229 -6.9526 0.44 -1.44 1.39
H 18.2980 -2.2071 -7.4027 -0.88 -0.29 -0.23
H 17.4771 -3.5931 -6.4049 0.80 -0.17 -0.46
H 18.4807 -2.2812 -5.6800 0.00 -0.49 -0.13
```
Positions in Å, forces in eV/Å.

***

no.,calculated total energy (Eh)
1,-2242.5494
2,-304.6540
3,-491.3665
4,-1244.0225
5,-10712.7775
6,-4576.6669